(1)
8
Properties=species:S:1:pos:R:3:mulliken_charge:R:1 method="wB97M-V/def2-TZVPD" orbital_gap_ev=11.722 de_lowest_ev=0.975 largest_force_ha_per_bohr=0.016 lumo_ev=0.9 smiles="[H]/N=C/OC=O" total_energy_ha=-283.22218
C -0.2316 0.1085 -0.9082 0.1719
O -0.1337 -1.1574 1.8545 -0.3976
O -0.9577 0.1922 0.2317 -0.3055
N 1.0138 -0.0829 -0.8870 -0.5880
H -0.8892 0.2406 -1.7708 0.3431
H 0.0671 0.8744 1.8930 0.3424
C -0.2645 -0.0608 1.4145 0.1886
H 1.3957 -0.1148 -1.8278 0.2450

=====

(2)
78
Properties=species:S:1:pos:R:3:lowdin_spin:R:1 method="wB97M-V/def2-TZVPD" orbital_gap_ev="7.316 / 7.150" de_lowest_ev=1.283 multiplicity=4 largest_force_ha_per_bohr=0.011 charge=+1 lumo_ev="-4.3 / -5.3" s2=3.7879 total_energy_ha=-9348.56137
C -1.9214 0.9881 -2.2121 0.0070
H -1.5977 3.3711 -1.7470 -0.0002
C -0.4602 3.5001 1.3148 0.0091
F -5.6291 -2.2435 3.0362 -0.0057
C 0.2238 -3.7362 -0.8761 0.0000
F 4.1766 2.8707 -2.0157 0.0003
O 0.6133 3.3769 -3.1035 0.0041
C 0.4164 -5.2070 -1.2351 0.0002
C 2.5830 -3.2885 -0.2699 0.0014
C 1.1713 -3.2144 0.2551 0.0082
H -2.4231 5.6030 -1.1565 -0.0001
H 2.0248 1.7107 5.9852 0.0001
C -2.4732 0.9035 -3.4703 -0.0014
H 1.5891 -2.4779 2.9458 0.0001
Br -4.2827 1.3605 -3.6964 -0.0010
H 3.9151 -2.1868 -1.3691 0.0001
O 2.9901 0.0245 -1.4362 0.0010
H -1.9565 6.5084 1.1282 0.0002
C -5.0057 -2.7005 0.8210 0.0429
N 3.0060 -2.1514 -0.9304 0.0001
H -0.1741 -5.4429 -2.1205 0.0000
H 1.4585 -5.4399 -1.4516 0.0000
N 3.1540 0.6117 1.5612 0.0047
H 0.0822 -5.8582 -0.4277 0.0000
O 1.8092 4.6384 -1.3588 0.0022
H -0.6514 5.0697 2.7281 -0.0002
C -1.4224 3.7643 -0.7580 0.0034
O 3.2931 -4.2557 -0.1766 0.0019
F -3.6893 -0.3961 3.2420 0.0072
C -4.8367 -1.9999 2.0033 -0.0071
C 3.2197 3.0467 -2.9217 -0.0004
N 1.2091 -0.7412 -0.2370 -0.0085
H 3.9681 0.3405 2.0863 0.0002
H 0.3694 -3.1134 -1.7641 0.0001
F 3.0847 1.9353 -3.6477 0.0001
C -3.8358 -1.0543 2.0960 0.0352
N 0.5260 2.9651 3.4357 0.0032
N -0.7264 3.0041 0.0905 0.0029
F -4.3270 -3.1330 -1.3889 -0.0048
N -0.6351 0.7043 -1.9776 -0.0214
Se -1.5804 0.4459 1.3292 0.5510
F -2.3635 -1.3332 -1.1850 0.0092
C 1.4019 2.1763 4.1174 0.0019
C -4.1716 -2.4549 -0.2581 -0.0054
H -0.7999 -3.5740 -0.5352 0.0000
S 1.6244 3.4189 -2.0827 0.0068
H 1.7320 -4.1148 3.5806 0.0000
Mn 0.2650 1.1755 -0.2511 2.0283
N 2.2974 1.3819 3.5392 -0.0026
F -5.9591 -3.6049 0.7216 0.0149
H 0.7337 2.8788 5.8945 0.0001
C 1.8751 -3.5001 2.6928 0.0001
H 3.2177 0.7169 0.5540 0.0000
C 0.1273 0.3014 -3.0014 0.0050
H -0.0083 -4.1040 1.8064 0.0003
C 0.7096 -1.7797 0.4797 0.0098
N 1.1332 1.7334 1.5155 -0.0070
H 2.9391 -3.5171 2.4477 0.0000
H 1.3914 -5.0538 1.2984 -0.0001
H 1.1692 0.1079 -2.7884 0.0002
N 1.3712 2.2478 5.4430 0.0036
C -0.8978 4.7386 1.7298 -0.0002
H -2.1083 0.4172 -5.5310 0.0004
C -3.1737 -1.5120 -0.1437 0.0319
C -1.6899 0.4870 -4.5361 0.0082
C 2.4156 -0.9046 -0.9015 0.0011
H -2.5361 1.2662 -1.3677 0.0048
O 1.5744 2.2208 -1.1714 0.0457
C -0.3682 0.1702 -4.2830 -0.0020
C -1.6207 5.5208 0.8414 0.0041
H 0.2924 -0.1504 -5.0765 -0.0003
C 1.0452 -4.0483 1.5310 0.0002
C 2.1884 1.2406 2.2267 0.0012
C 0.4360 2.6875 2.1708 0.0029
O -0.1790 -1.6230 1.3257 0.1702
F 3.5471 4.0503 -3.7199 0.0000
C -1.8825 5.0248 -0.4210 -0.0001
C -2.9836 -0.7907 1.0278 0.0311